1.
Molecular formula: C5H8EuLiO3
Method: DFT, ωB97M-V with the def2-TZVPD basis set

Positions of all 18 atoms, in Å:
C: -1.693 -1.036 2.500
H: 1.642 0.562 -2.962
H: 0.181 -0.026 2.180
C: 0.813 1.237 -2.705
H: -1.162 0.518 1.093
C: 0.669 -0.919 -0.297
H: 1.369 3.434 -2.984
H: -2.532 -1.446 1.922
O: 0.870 0.322 -0.498
H: -2.079 -0.308 3.225
O: -0.265 -1.271 0.593
C: 1.126 2.543 -2.399
O: 1.121 -1.865 -0.949
Li: 0.213 -3.405 -0.275
H: -0.186 1.020 -3.114
C: -0.701 -0.338 1.604
H: -1.211 -1.847 3.062
Eu: 1.827 2.824 0.004

The total charge is +3. The highest occupied orbital energy (spin up / spin down) comes out at -20.64 / -20.64 eV. As for the LUMO energy (spin up / spin down): -15.49 / -15.44 eV. Its expectation value of S² is 15.76. The frontier orbital gap (spin up / spin down) is 5.1 / 5.2 eV. The value obtained for the total energy is -30957.8822 eV. Its spin multiplicity is 8.

2.
Molecular formula: C5H8F2Si
Method: DFT, ωB97M-V with the def2-TZVPD basis set

Positions of all 16 atoms, in Å:
Si: -1.174 1.648 1.808
H: 1.984 -2.809 -2.642
H: -2.378 3.670 1.156
C: 0.813 -1.076 -0.017
H: 1.313 -1.157 -2.499
C: 0.314 -0.170 0.595
H: 0.145 -2.363 -2.018
H: 2.833 -1.899 -0.495
F: -2.269 0.815 2.622
C: 1.700 -2.158 -0.500
H: 1.487 -2.989 0.028
F: -0.251 2.073 3.054
C: -1.949 2.911 0.618
C: 1.289 -2.133 -2.007
H: -2.770 2.399 0.249
H: -1.086 3.237 0.050

The total charge is 0. The highest occupied orbital energy comes out at -9.11 eV. As for the LUMO energy: 0.10 eV. The frontier orbital gap is 9.2 eV. The value obtained for the total energy is -18626.1467 eV.

3.
Molecular formula: C5H8F3N2O3
Method: DFT, ωB97M-V with the def2-TZVPD basis set

Positions of all 21 atoms, in Å:
H: -2.900 -0.265 -1.392
O: 4.010 1.393 1.318
H: -1.090 -1.826 -0.346
F: 1.294 -1.954 1.187
N: 3.655 1.219 0.278
H: -0.035 2.308 0.023
H: -1.483 1.849 0.736
O: 3.752 1.099 -0.820
F: 2.776 -1.348 -0.228
H: -3.472 -1.517 -0.193
C: -0.369 0.236 -0.039
C: 1.495 -1.374 -0.007
C: -2.810 -0.541 -0.340
H: -3.194 0.436 0.181
F: 0.826 -2.100 -0.902
H: -1.500 -0.906 1.255
C: -1.407 -0.855 0.105
H: -1.428 1.622 -0.953
C: -0.830 1.630 -0.100
O: 1.801 0.930 0.257
N: 0.908 -0.035 -0.022

The total charge is +1. The highest occupied orbital energy comes out at -14.00 eV. As for the LUMO energy: -5.54 eV. The frontier orbital gap is 8.5 eV. The value obtained for the total energy is -22575.3758 eV.

4.
Molecular formula: C5H8F3NO2
Method: DFT, ωB97M-V with the def2-TZVPD basis set

Positions of all 19 atoms, in Å:
O: 0.087 1.862 -1.134
C: -1.416 0.461 0.784
C: -0.013 0.981 0.920
C: 1.972 -0.916 -0.675
H: 0.473 0.789 1.827
F: 2.122 -2.862 1.883
N: 0.720 1.591 0.068
C: 1.374 -1.194 0.453
H: 1.381 -0.735 -1.598
H: 2.958 -0.731 -0.781
F: 3.382 -1.071 1.773
H: 0.298 -1.373 0.485
O: 1.947 1.783 0.057
H: -1.780 0.097 -0.109
C: 2.095 -1.481 1.809
F: 1.537 -0.936 2.861
H: -1.665 -0.208 1.611
H: 0.778 2.145 -1.646
H: -1.983 1.418 1.092

The total charge is 0. The highest occupied orbital energy comes out at -9.04 eV. As for the LUMO energy: 0.70 eV. Its SMILES is C/C=[N+](/[O-])O.C=CC(F)(F)F. The frontier orbital gap is 9.7 eV. The value obtained for the total energy is -19047.7125 eV.

5.
Molecular formula: C5H8FN2
Method: DFT, ωB97M-V with the def2-TZVPD basis set

Positions of all 16 atoms, in Å:
C: -0.047 1.575 0.652
H: -3.093 -0.056 -1.272
H: -0.323 2.238 -0.228
C: -3.182 -0.536 -0.407
N: 0.772 0.542 0.308
H: -0.666 1.509 1.445
H: -3.991 -1.057 -0.216
C: 2.390 -0.617 -0.722
N: 2.024 -1.245 0.480
H: 2.451 -1.949 1.038
H: 1.731 1.112 -1.674
C: 1.040 -0.527 1.080
H: 0.375 -0.907 1.835
C: 1.598 0.517 -0.827
H: 3.078 -0.792 -1.472
F: -2.122 -0.637 0.400

The total charge is +1. The highest occupied orbital energy (spin up / spin down) comes out at -12.94 / -11.61 eV. As for the LUMO energy (spin up / spin down): -3.58 / -5.07 eV. The frontier orbital gap (spin up / spin down) is 9.4 / 6.5 eV. The value obtained for the total energy is -11000.9553 eV.

6.
Molecular formula: C5H8FN2
Method: DFT, ωB97M-V with the def2-TZVPD basis set

Positions of all 16 atoms, in Å:
C: 2.045 0.283 -0.118
H: -2.366 1.153 1.407
H: -1.628 2.767 -0.140
H: 0.821 -1.341 -1.206
H: 0.373 0.301 1.097
C: 0.319 2.086 -0.628
H: 1.471 -2.114 0.150
H: 2.445 -1.722 -1.179
H: 0.418 2.897 -1.338
N: 1.622 -1.501 -0.614
N: -0.562 0.125 1.381
F: 3.311 -0.051 0.344
C: -1.318 1.140 0.984
C: 1.371 1.307 -0.274
C: -0.886 2.101 0.055
H: -0.857 -0.542 2.135

The total charge is +1. The highest occupied orbital energy comes out at -12.85 eV. As for the LUMO energy: -4.95 eV. The frontier orbital gap is 7.9 eV. The value obtained for the total energy is -11001.9103 eV.

7.
Molecular formula: C5H8FNO
Method: DFT, ωB97M-V with the def2-TZVPD basis set

Positions of all 16 atoms, in Å:
F: -2.304 -0.550 -0.764
N: 1.838 -1.429 -0.197
H: 1.017 1.194 -1.524
H: -0.224 0.100 1.746
C: 0.502 -0.829 -0.084
C: 1.230 1.274 -0.432
O: -0.093 1.305 -0.028
H: 1.652 2.352 -0.118
C: -2.005 -0.044 0.594
C: 1.826 -0.022 0.156
H: 0.091 -0.672 -1.041
C: -0.446 0.077 0.659
H: 2.209 -1.721 0.828
H: -2.283 -0.839 1.335
H: -2.479 1.089 0.674
H: 1.985 0.277 1.220

The total charge is 0. The highest occupied orbital energy comes out at -9.03 eV. As for the LUMO energy: 0.72 eV. Its SMILES is FC[C@@H]1OC[C@@H]2N[C@H]21. The frontier orbital gap is 9.7 eV. The value obtained for the total energy is -11563.5964 eV.

8.
Molecular formula: C5H8FNO
Method: DFT, ωB97M-V with the def2-TZVPD basis set

Positions of all 16 atoms, in Å:
O: -3.808 -0.101 -0.184
H: 2.375 -0.034 1.006
C: -2.627 0.299 0.020
C: -0.201 -0.173 -0.063
C: 0.207 1.346 -0.049
H: 1.318 1.280 -0.710
H: 2.364 -0.094 -1.165
H: 0.509 -1.890 0.402
F: -1.651 -1.999 0.027
H: -0.652 2.101 -0.310
C: 2.105 -0.513 -0.035
H: 2.579 -1.529 -0.172
H: -2.504 1.452 0.370
H: 0.648 1.488 1.058
C: -1.437 -0.587 -0.016
N: 0.773 -1.044 -0.179

The total charge is 0. The highest occupied orbital energy comes out at -8.65 eV. As for the LUMO energy: 0.43 eV. Its SMILES is CN/C(C)=C(\F)C=O. The frontier orbital gap is 9.1 eV. The value obtained for the total energy is -11565.8770 eV.